(1)
{"formula": "C26H46BBrN3O7", "method": "wB97M-V/def2-TZVPD", "elements": ["C", "C", "O", "B", "O", "N", "C", "N", "Br", "N", "C", "C", "C", "C", "C", "C", "C", "C", "O", "C", "C", "C", "C", "C", "C", "C", "H", "H", "H", "H", "H", "H", "H", "H", "H", "H", "H", "H", "H", "H", "H", "H", "H", "H", "H", "H", "H", "H", "H", "H", "H", "H", "H", "H", "H", "H", "O", "C", "O", "C", "C", "C", "H", "H", "H", "H", "H", "H", "H", "H", "O", "C", "O", "C", "C", "C", "H", "H", "H", "H", "H", "H", "H", "H"], "xyz": [[-0.82191, 2.19893, -1.28159], [-0.80929, 2.19853, 0.35987], [-1.01478, 0.85542, 0.93386], [0.34542, 0.21669, 0.94600], [1.06297, 0.24475, 2.23513], [0.83272, -0.43619, -0.34330], [0.44669, -1.90511, -0.18269], [-0.86215, -2.36830, -0.10433], [-1.15189, -4.23961, 0.15088], [1.52547, -3.00422, -0.09253], [2.23213, -2.88183, -1.45915], [2.88181, -1.38739, -1.64320], [4.50989, -1.57093, -1.68294], [5.30270, -0.48585, -2.63690], [2.36209, -0.29111, -0.49190], [2.81659, 1.21312, -0.94658], [4.22865, 1.74986, -0.31417], [4.02321, 3.21376, 0.46924], [4.98321, 0.76750, 0.47436], [4.68969, 0.84133, 1.91217], [4.95312, -0.70328, 2.49911], [3.84298, -1.47930, 3.46756], [4.06259, -3.03654, 4.02254], [5.43048, -3.88603, 3.62262], [6.52015, -3.10805, 2.67065], [6.31185, -1.54752, 2.10818], [0.11419, 2.79184, -1.67013], [-0.77494, 1.11308, -1.75439], [-1.79327, 2.69937, -1.70120], [0.21397, 2.60698, 0.76011], [-1.65994, 2.89677, 0.76116], [1.29137, 1.23254, 2.36467], [-1.67535, -1.71853, -0.18436], [2.18972, -2.81201, 0.68889], [1.35760, -2.97957, -2.25500], [2.97347, -3.77245, -1.61971], [2.55826, -0.98482, -2.70847], [4.93762, -1.62239, -0.56972], [4.76256, -2.64332, -2.14314], [4.59980, 0.21327, -3.25859], [5.99520, -1.04817, -3.40089], [6.03697, 0.11857, -1.91817], [2.80844, -0.67147, 0.51976], [2.93428, 1.18126, -2.13426], [2.01249, 2.05716, -0.74487], [4.92314, 2.02118, -1.24728], [3.67031, 3.98634, -0.35290], [5.03803, 3.62068, 0.90236], [3.20111, 3.15415, 1.31471], [3.54350, 1.05316, 2.16183], [5.42624, 1.58572, 2.43449], [2.81046, -0.98068, 3.78661], [3.23087, -3.54667, 4.67304], [5.51296, -4.98901, 4.01627], [7.48723, -3.69559, 2.35767], [7.09045, -1.01155, 1.39553], [-2.53609, 4.98995, -1.16795], [-3.73090, 5.07139, -0.89659], [-4.60862, 4.17067, -1.39234], [-5.98310, 4.05632, -0.97970], [-6.86459, 5.00332, -1.76883], [-4.25614, 6.22515, -0.09254], [-6.08360, 4.18881, 0.10156], [-6.28426, 3.02469, -1.19263], [-6.58971, 6.04721, -1.59483], [-7.91499, 4.87164, -1.49402], [-6.75564, 4.82221, -2.84315], [-4.44832, 7.06931, -0.75820], [-3.49498, 6.51018, 0.64108], [-5.15336, 5.99028, 0.47686], [-3.25841, -3.94625, -0.39969], [-4.45323, -3.86480, -0.12834], [-5.33094, -4.76553, -0.62408], [-6.70543, -4.87988, -0.21144], [-7.58692, -3.93288, -1.00057], [-4.97847, -2.71105, 0.67572], [-6.80593, -4.74739, 0.86981], [-7.00659, -5.91151, -0.42437], [-7.31203, -2.88899, -0.82657], [-8.63732, -4.06456, -0.72576], [-7.47796, -4.11399, -2.07489], [-5.17064, -1.86689, 0.01006], [-4.21730, -2.42601, 1.40934], [-5.87568, -2.94592, 1.24512]], "atomic_forces_ev_per_a": [[-0.0136, -0.0839, -0.4324], [-0.2218, 0.8525, -0.8981], [3.3908, -0.7339, -0.4589], [-2.4939, 1.5773, 1.8150], [-0.3472, 2.0615, -3.3551], [-0.1313, -3.5427, 1.8745], [-0.0131, -0.5939, 0.7054], [3.5683, 1.0656, -0.1947], [4.5963, 0.5332, 1.1617], [-1.3716, 2.7390, -1.5013], [-1.0317, 0.7160, -0.6403], [0.7124, -0.1974, -0.7967], [0.3562, -0.6689, -0.1353], [0.9948, -0.1983, 0.7818], [1.3484, -1.7101, -0.5190], [-0.2954, 0.1891, -0.5657], [0.7070, 1.7452, -0.7566], [-0.1550, -0.1771, -0.6791], [-1.6775, 1.4166, 0.7498], [-0.0428, -2.1527, 1.0953], [0.6392, -3.9029, 1.3025], [2.4821, -2.1638, -0.7289], [3.0966, 1.8026, -2.6953], [-1.4058, 4.8527, -1.4783], [-2.8622, 1.4301, 0.8599], [-3.2076, -1.4551, 2.2767], [-1.9418, -1.0609, 0.6387], [0.0389, 2.1923, 1.3066], [1.9810, -0.7863, 0.9760], [-1.7585, -0.4236, -0.7454], [1.7170, -1.4376, -0.7141], [-0.7472, -2.1609, 0.2063], [0.8233, -0.7164, 0.0314], [-0.6360, 0.2336, -0.6980], [1.8622, -0.0688, 1.5936], [-1.3758, 1.8833, 0.5409], [0.5233, -0.7283, 2.1920], [-0.8989, 0.4036, -2.4537], [-0.8408, 2.2906, 0.9674], [1.3077, -1.2791, 1.3651], [-1.4467, 1.0491, 1.4995], [-1.7225, -0.9958, -1.8143], [-0.3922, 1.1928, -1.8116], [-0.3242, 0.0907, 2.6782], [1.3548, -1.9825, -0.2046], [-1.4356, -0.8055, 2.1644], [0.6113, -1.5955, 1.7323], [-2.0455, -0.9847, -0.7990], [1.7130, 0.1749, -1.6987], [2.5908, -0.2522, -0.6362], [-1.5865, -1.3240, -0.9288], [2.5936, -0.9730, -0.8911], [1.8151, 1.2235, -1.4031], [0.1388, 2.4988, -1.0228], [-2.1106, 1.4075, 0.6662], [-1.6958, -1.4798, 1.7284], [-2.0524, -0.3203, 0.2946], [1.2958, 0.2226, -0.4576], [0.6333, -0.3597, 0.0807], [-0.2664, 0.1691, -0.0713], [0.0301, 0.2189, -0.1146], [0.0577, -0.0224, 0.7320], [0.1022, 0.1005, -0.1136], [0.3471, 0.1480, -0.0272], [-0.0869, -0.1113, 0.0761], [0.1260, -0.0024, -0.0262], [-0.0420, -0.0799, 0.1872], [0.0006, -0.0875, 0.0623], [-0.0382, 0.0451, -0.3645], [-0.1204, 0.0795, -0.2037], [-5.6393, 0.6853, -1.3100], [-0.3183, -0.0497, -0.5472], [1.1625, 0.0252, 0.3043], [-0.4563, 0.0758, 0.0113], [0.0698, 0.2186, -0.1367], [0.1186, -0.0604, 0.7072], [0.1154, 0.0830, -0.1209], [0.3757, 0.1708, -0.0127], [-0.0943, -0.0859, 0.0762], [0.1455, -0.0129, -0.0245], [-0.0515, -0.0835, 0.1881], [-0.0260, -0.0840, 0.0413], [-0.0396, 0.0488, -0.2743], [-0.0821, 0.0822, -0.2082]], "charge": 1, "mol_weight_g_mol": 603.4}


(2)
{"formula": "C24H29F9NO", "method": "wB97M-V/def2-TZVPD", "elements": ["C", "O", "C", "C", "C", "C", "C", "C", "C", "C", "N", "C", "C", "C", "C", "C", "C", "C", "C", "C", "C", "C", "C", "F", "F", "C", "F", "F", "C", "F", "F", "C", "F", "F", "F", "H", "H", "H", "H", "H", "H", "H", "H", "H", "H", "H", "H", "H", "H", "H", "H", "H", "H", "H", "H", "H", "H", "H", "H", "H", "H", "H", "H", "H"], "xyz": [[1.43154, -4.07218, 2.28929], [2.68318, -3.80012, 1.70605], [2.93212, -2.42496, 1.48313], [3.17109, -2.11129, 0.00051], [2.40056, -3.02817, -0.94877], [2.14706, -2.39229, -2.31834], [1.18318, -1.20908, -2.18141], [0.39636, -0.84525, -3.45215], [-1.07969, -0.58863, -3.16581], [-1.35174, 0.65970, -2.28707], [-2.07138, 0.30362, -1.03724], [-3.41154, 0.04990, -1.21170], [-4.22625, -0.31485, -0.16915], [-3.67239, -0.46912, 1.12512], [-4.47333, -0.89137, 2.21415], [-3.89887, -1.07343, 3.45741], [-2.51525, -0.83121, 3.62947], [-1.71727, -0.40559, 2.58496], [-2.28473, -0.20300, 1.29187], [-1.50467, 0.21702, 0.16683], [-0.06056, 0.57055, 0.35121], [0.09955, 1.91473, 1.09045], [1.41427, 2.57939, 0.74063], [1.74688, 2.38652, -0.55154], [2.38314, 1.99806, 1.47930], [1.42359, 4.11717, 1.04071], [2.59496, 4.44008, 1.60106], [0.45605, 4.40988, 1.91395], [1.29280, 5.03917, -0.20598], [2.38654, 4.94960, -0.94530], [1.19201, 6.28388, 0.27429], [0.03975, 4.79983, -1.10109], [-0.97746, 4.39168, -0.35711], [-0.29793, 5.91427, -1.70871], [0.27422, 3.87752, -2.01240], [1.41511, -5.10708, 2.61287], [0.62915, -3.92402, 1.55961], [1.25401, -3.45176, 3.16987], [3.82417, -2.15720, 2.04901], [2.11966, -1.81663, 1.89245], [4.23952, -2.21111, -0.18007], [2.93136, -1.05743, -0.14050], [1.44235, -3.27594, -0.49104], [2.95613, -3.95338, -1.06204], [1.75841, -3.13097, -3.01220], [3.10055, -2.00144, -2.66865], [0.47035, -1.42516, -1.38266], [1.76122, -0.33544, -1.88851], [0.46066, -1.65935, -4.17052], [0.80745, 0.03851, -3.93660], [-1.64730, -0.49174, -4.08548], [-1.48108, -1.45456, -2.63799], [-2.03173, 1.31039, -2.82528], [-0.46935, 1.24862, -2.08042], [-3.79815, 0.16140, -2.20971], [-5.27320, -0.48821, -0.34933], [-5.52133, -1.07893, 2.04623], [-4.50808, -1.40689, 4.28196], [-2.09143, -0.99829, 4.60751], [-0.66650, -0.26162, 2.76534], [0.40347, -0.25658, 0.88392], [0.44655, 0.63950, -0.59654], [0.12057, 1.75180, 2.16088], [-0.75835, 2.55151, 0.90126]], "atomic_forces_ev_per_a": [[0.0657, -0.0161, -0.1132], [0.0334, -0.0489, 0.1358], [0.1939, -0.0486, -0.0518], [0.1439, -0.2028, 0.4108], [-0.0418, 0.3049, -0.0782], [0.0556, 0.3869, 0.7741], [0.0173, 0.1026, -0.5506], [-0.1809, -0.0079, 0.0834], [0.0978, 0.0276, 0.4333], [-0.2413, -0.2033, -0.5396], [-0.1343, 0.1973, 0.3451], [-0.9307, -0.3943, 0.9746], [1.0855, 0.3627, -0.8214], [-0.0442, -0.0002, 0.0276], [0.7187, 0.0217, 0.4555], [0.0026, 0.2742, -1.0110], [0.0529, 0.1161, -0.4492], [-0.7195, -0.2200, 0.2386], [-0.1048, -0.1389, 0.0613], [-0.0699, -0.1651, 0.2763], [-0.1105, 0.0695, 0.0628], [-0.3063, -0.5562, -0.0057], [-0.2789, 0.1998, 0.6809], [0.1858, -0.0401, -0.4272], [0.2127, -0.1082, 0.0565], [0.6354, -0.3307, -0.4310], [0.1829, 0.0457, 0.0595], [-0.3903, 0.0799, 0.3065], [-0.6390, 0.0549, 0.3496], [0.4773, -0.0693, -0.3840], [-0.0176, 0.3219, 0.1281], [0.6602, 0.4630, 0.1340], [-0.7817, -0.1719, 0.4222], [-0.1358, 0.4230, -0.2436], [0.0605, -0.5782, -0.6525], [0.0974, -0.1601, -0.0662], [-0.1825, 0.0669, 0.0451], [-0.0507, 0.1383, 0.0652], [0.0598, 0.0920, 0.1103], [-0.2293, -0.0344, -0.0567], [0.0885, 0.0281, -0.2305], [-0.0412, 0.1112, -0.1510], [-0.1499, -0.1688, -0.0382], [-0.0360, -0.1737, 0.0366], [0.0093, -0.0873, -0.1634], [0.0948, -0.1893, -0.4592], [-0.0319, -0.1239, 0.1119], [0.0063, 0.0933, 0.2789], [0.0027, -0.0590, -0.1182], [0.1903, 0.0256, -0.1125], [-0.0174, 0.0243, -0.1784], [-0.0891, -0.1295, -0.0359], [-0.0516, 0.2279, 0.0482], [0.1141, -0.0515, 0.1412], [0.1038, 0.0305, -0.1471], [-0.1393, -0.0284, -0.0427], [-0.1361, -0.0279, 0.0087], [0.0180, -0.0240, 0.1421], [0.1735, 0.0284, 0.0326], [0.1586, 0.0655, -0.0274], [0.2104, 0.0427, 0.1268], [-0.0113, -0.1269, -0.0502], [-0.0281, 0.1046, 0.2362], [0.1123, 0.1545, -0.1636]], "charge": 1, "smiles": "COCCCCCCCC[n+]1ccc2ccccc2c1CCC(F)(F)C(F)(F)C(F)(F)C(F)(F)F", "mol_weight_g_mol": 518.5}


no.,E_LUMO (eV),DFT total energy (Ha),HOMO-LUMO gap (eV)
1,-3.30,-4307.35460,7.19
2,-4.18,-1960.49364,7.71